# 1
Molecular formula: C4H10N6O4
Method: DFT, wB97M-V/def2-TZVPD

As for the HOMO energy: -0.36206 Ha. As for the structure (SMILES): O=[N+]([O-])N1CCCCNNN1[N+](=O)[O-]. The strongest force on any atom is 4.41 eV/Å. Its calculated total energy is -21431.3830 eV. The HOMO-LUMO gap is 10.31 eV. The energy above the lowest of the compared OMol25 structures with the same formula, charge and spin is 184.8 kcal per mole. The calculation puts the LUMO energy at 0.5 eV.

Geometry as XYZ:
```
24
Properties=species:S:1:pos:R:3:mulliken_charge:R:1
O -1.993 2.429 1.627 -0.635
N -2.173 1.439 0.972 0.965
O -3.204 0.889 0.717 -0.626
N -1.027 0.852 0.501 -0.070
C 0.251 1.532 0.584 -0.633
C 1.335 0.938 -0.312 -0.427
C 1.991 -0.356 0.188 -0.632
C 1.263 -1.682 -0.084 -0.649
N 0.076 -1.934 0.722 -0.234
N -1.160 -1.564 0.222 -0.730
N -1.186 -0.296 -0.392 0.413
N -1.494 -0.080 -1.704 1.343
O -1.620 -1.079 -2.367 -0.732
O -1.583 1.069 -2.047 -0.597
H 0.573 1.511 1.633 0.308
H 0.083 2.578 0.300 0.359
H 2.118 1.697 -0.363 0.387
H 0.961 0.809 -1.328 0.228
H 2.964 -0.435 -0.300 0.377
H 2.173 -0.272 1.262 0.256
H 0.990 -1.766 -1.139 0.315
H 1.961 -2.494 0.142 0.370
H 0.185 -1.562 1.661 0.305
H -1.483 -2.222 -0.493 0.340
```

***

# 2
Molecular formula: C14H18N4OS
Method: DFT, wB97M-V/def2-TZVPD

As for the HOMO energy: -0.28953 Ha. As for the structure (SMILES): COc1ccc(NC(=S)NCCCn2ccnc2)cc1. The strongest force on any atom is 0.87 eV/Å. Its calculated total energy is -33653.4523 eV. The HOMO-LUMO gap is 8.55 eV. The energy above the lowest of the compared OMol25 structures with the same formula, charge and spin is 23.7 kcal per mole. The calculation puts the LUMO energy at 0.7 eV.

Geometry as XYZ:
```
38
Properties=species:S:1:pos:R:3:mulliken_charge:R:1
C 0.111 -1.776 -5.431 -0.841
O 1.107 -1.823 -4.439 -0.451
C 0.735 -1.700 -3.136 0.772
C 1.768 -1.760 -2.197 -0.741
C 1.503 -1.640 -0.854 -0.327
C 0.197 -1.450 -0.403 -0.080
N -0.031 -1.346 0.976 -0.061
C -0.888 -0.540 1.651 0.032
S -0.954 -0.667 3.302 -0.382
N -1.651 0.319 0.945 -0.147
C -2.532 1.280 1.557 -0.959
C -2.041 2.723 1.416 -0.572
C -0.699 2.975 2.110 -0.651
N 0.405 2.321 1.455 0.287
C 1.361 1.556 2.060 -0.166
C 2.207 1.152 1.070 -0.763
N 1.796 1.651 -0.125 -0.544
C 0.725 2.347 0.138 -0.247
C -0.835 -1.427 -1.333 -0.518
C -0.570 -1.542 -2.688 -0.394
H 0.635 -1.884 -6.379 0.237
H -0.423 -0.821 -5.420 0.338
H -0.606 -2.596 -5.321 0.338
H 2.776 -1.899 -2.554 0.418
H 2.310 -1.686 -0.139 0.356
H 0.630 -1.824 1.574 0.286
H -1.394 0.476 -0.020 0.310
H -2.612 1.009 2.614 0.452
H -3.522 1.193 1.096 0.358
H -1.963 2.982 0.358 0.269
H -2.787 3.379 1.867 0.415
H -0.510 4.055 2.140 0.303
H -0.743 2.603 3.137 0.366
H 1.348 1.359 3.112 0.487
H 3.087 0.545 1.141 0.466
H 0.165 2.891 -0.596 0.403
H -1.862 -1.360 -1.006 0.562
H -1.398 -1.520 -3.379 0.389
```

***

# 3
Molecular formula: C11H11ClFN4O3
Method: DFT, wB97M-V/def2-TZVPD

The net charge is +1. As for the HOMO energy: -0.48557 Ha. As for the structure (SMILES): [H]/N=C(\C)Cc1c(CC(=O)Cl)c[nH+]nc1C(=O)NC(=O)F. The strongest force on any atom is 5.89 eV/Å. Its calculated total energy is -38915.5062 eV. The HOMO-LUMO gap is 7.41 eV. The calculation puts the LUMO energy at -5.8 eV.

Geometry as XYZ:
```
31
Properties=species:S:1:pos:R:3:mulliken_charge:R:1
H 4.006 -0.848 -0.278 0.268
N 3.264 -0.535 -0.925 -0.581
C 2.068 -0.842 -0.429 0.444
C 2.010 -1.569 0.998 -0.950
C 0.802 -0.465 -1.330 -0.741
C -0.366 0.297 -0.558 0.711
C -0.191 1.774 -0.008 0.520
C 1.163 2.611 -0.131 -0.656
C 1.705 2.785 -1.628 0.465
O 0.989 2.998 -2.636 -0.432
Cl 3.543 2.705 -1.826 -0.117
C -1.462 2.403 0.692 -0.538
N -2.642 1.587 0.776 0.137
N -2.863 0.340 0.385 -0.607
C -1.800 -0.326 -0.263 0.103
C -2.067 -1.853 -0.740 0.203
O -2.291 -2.164 -1.938 -0.478
N -2.068 -2.952 0.247 -0.159
C -2.071 -2.459 1.633 0.555
O -1.055 -2.090 2.263 -0.391
F -3.321 -2.439 2.342 -0.244
H 1.692 -2.666 0.791 0.263
H 3.040 -1.638 1.516 0.439
H 1.284 -1.101 1.747 0.176
H 1.087 0.150 -2.271 0.352
H 0.380 -1.460 -1.751 0.405
H 1.977 2.124 0.510 0.322
H 0.945 3.651 0.335 0.465
H -1.390 3.470 1.085 0.394
H -3.455 2.062 1.228 0.319
H -2.911 -3.549 0.164 0.352
```

***

# 4
Molecular formula: C3H8N
Method: DFT, wB97M-V/def2-TZVPD

The net charge is +2. As for the HOMO energy (spin up / spin down): -0.82302 / -0.89909 Ha. The strongest force on any atom is 0.65 eV/Å. Its calculated total energy is -4708.3975 eV. The HOMO-LUMO gap (spin up / spin down) is 11.36 / 9.84 eV. The energy above the lowest of the compared OMol25 structures with the same formula, charge and spin is 0.4 kcal per mole. Its multiplicity is 2. The calculation puts the LUMO energy (spin up / spin down) at -11.0 / -14.6 eV.

Geometry as XYZ:
```
12
Properties=species:S:1:pos:R:3:mulliken_spin:R:1
C -1.249 -0.510 0.267 0.051
C 0.009 0.036 -0.157 0.340
C 0.282 0.562 -1.431 0.399
N 1.069 0.106 0.863 0.010
H -1.343 -0.617 1.342 -0.002
H -2.143 0.032 -0.116 0.050
H -1.383 -1.477 -0.290 0.087
H 1.174 1.128 -1.707 0.020
H -0.478 0.402 -2.199 0.028
H 1.216 -0.818 1.307 0.005
H 0.862 0.766 1.636 0.010
H 1.984 0.391 0.483 0.001
```

***

The highest strongest force on any atom belongs to which entry? C11H11ClFN4O3

***

Among the records above, which one has the lowest strongest force on any atom? C3H8N

***

Copy entry 1 word for word.
Molecular formula: C4H10N6O4
Method: DFT, wB97M-V/def2-TZVPD

As for the HOMO energy: -0.36206 Ha. As for the structure (SMILES): O=[N+]([O-])N1CCCCNNN1[N+](=O)[O-]. The strongest force on any atom is 4.41 eV/Å. Its calculated total energy is -21431.3830 eV. The HOMO-LUMO gap is 10.31 eV. The energy above the lowest of the compared OMol25 structures with the same formula, charge and spin is 184.8 kcal per mole. The calculation puts the LUMO energy at 0.5 eV.

Geometry as XYZ:
```
24
Properties=species:S:1:pos:R:3:mulliken_charge:R:1
O -1.993 2.429 1.627 -0.635
N -2.173 1.439 0.972 0.965
O -3.204 0.889 0.717 -0.626
N -1.027 0.852 0.501 -0.070
C 0.251 1.532 0.584 -0.633
C 1.335 0.938 -0.312 -0.427
C 1.991 -0.356 0.188 -0.632
C 1.263 -1.682 -0.084 -0.649
N 0.076 -1.934 0.722 -0.234
N -1.160 -1.564 0.222 -0.730
N -1.186 -0.296 -0.392 0.413
N -1.494 -0.080 -1.704 1.343
O -1.620 -1.079 -2.367 -0.732
O -1.583 1.069 -2.047 -0.597
H 0.573 1.511 1.633 0.308
H 0.083 2.578 0.300 0.359
H 2.118 1.697 -0.363 0.387
H 0.961 0.809 -1.328 0.228
H 2.964 -0.435 -0.300 0.377
H 2.173 -0.272 1.262 0.256
H 0.990 -1.766 -1.139 0.315
H 1.961 -2.494 0.142 0.370
H 0.185 -1.562 1.661 0.305
H -1.483 -2.222 -0.493 0.340
```